# 1
{
  "formula": "C6H12As3F18O6Tl",
  "method": "ωB97M-V with the def2-TZVPD basis set",
  "elements": ["Tl", "As", "F", "F", "F", "F", "F", "F", "As", "F", "F", "F", "F", "F", "F", "As", "F", "F", "F", "F", "F", "F", "C", "O", "C", "O", "O", "C", "H", "H", "H", "H", "H", "H", "C", "O", "C", "O", "O", "C", "H", "H", "H", "H", "H", "H"],
  "positions_angstrom": [[-2.09, 0.48, -1.06], [-0.28, -2.59, 1.49], [1.22, -2.86, 0.70], [-0.75, -1.67, 0.03], [-1.82, -2.20, 2.18], [0.27, -3.36, 2.92], [0.33, -1.05, 2.13], [-0.96, -4.03, 0.87], [-1.60, -2.53, -3.25], [-2.81, -3.40, -4.11], [-2.82, -2.00, -2.07], [-0.51, -1.42, -2.36], [-0.35, -2.89, -4.35], [-2.05, -1.10, -4.15], [-1.31, -3.89, -2.27], [0.80, 2.22, -3.99], [1.87, 2.07, -2.59], [2.19, 2.36, -5.01], [-0.29, 2.36, -5.31], [-0.59, 2.01, -2.90], [0.80, 3.92, -3.79], [0.84, 0.49, -4.12], [-3.78, 0.73, 4.47], [-3.25, 0.38, 3.19], [-2.04, 0.70, 2.83], [-1.66, 0.68, 1.68], [-1.35, 1.19, 3.84], [0.05, 1.48, 3.65], [-4.81, 0.40, 4.53], [-3.69, 1.81, 4.65], [-3.17, 0.29, 5.25], [0.31, 2.07, 4.53], [0.16, 2.11, 2.77], [0.68, 0.60, 3.57], [2.43, -0.74, -1.82], [2.81, 0.04, -0.71], [1.85, 0.73, -0.12], [0.69, 0.62, -0.45], [2.21, 1.39, 0.95], [3.59, 1.78, 1.10], [2.30, -0.14, -2.75], [1.51, -1.32, -1.64], [3.29, -1.36, -2.07], [4.24, 0.93, 0.93], [3.64, 2.10, 2.14], [3.89, 2.61, 0.47]],
  "nbo_charge": [1.55, 2.84, -0.61, -0.63, -0.63, -0.61, -0.65, -0.59, 2.84, -0.60, -0.63, -0.61, -0.59, -0.63, -0.58, 2.84, -0.65, -0.61, -0.59, -0.65, -0.60, -0.61, -0.26, -0.45, 1.04, -0.54, -0.47, -0.27, 0.22, 0.20, 0.21, 0.20, 0.20, 0.24, -0.28, -0.37, 1.02, -0.42, -0.46, -0.26, 0.31, 0.27, 0.23, 0.21, 0.21, 0.21],
  "orbital_gap_ev": 3.46,
  "homo_ha": -0.4542
}

---

# 2
{
  "formula": "C5H10N4",
  "method": "ωB97M-V with the def2-TZVPD basis set",
  "elements": ["C", "C", "C", "C", "C", "N", "N", "N", "N", "H", "H", "H", "H", "H", "H", "H", "H", "H", "H"],
  "positions_angstrom": [[1.21, 1.28, 0.55], [-1.07, 0.93, 1.18], [0.57, -0.65, -1.03], [1.56, 0.39, -0.59], [-0.49, -1.10, 1.15], [0.04, 1.48, 0.99], [-0.32, -1.24, -0.22], [0.61, -1.01, -2.29], [-2.30, 1.27, 1.26], [2.02, 1.85, 1.01], [1.85, 1.02, -1.45], [2.49, -0.13, -0.32], [0.40, -0.99, 1.76], [-1.28, -1.71, 1.57], [-0.97, -1.88, -0.67], [1.26, -0.61, -2.95], [0.03, -1.76, -2.67], [-3.01, 0.65, 1.65], [-2.61, 2.23, 1.08]],
  "nbo_charge": [0.25, 0.54, 0.58, -0.59, -0.12, -0.40, -0.54, -0.66, -0.71, 0.26, 0.32, 0.33, 0.24, 0.26, 0.45, 0.45, 0.44, 0.46, 0.45],
  "total_charge": 2,
  "de_lowest_kj_mol": 80.32,
  "orbital_gap_ev": 8.67,
  "homo_ha": -0.6556
}

---

# 3
{
  "formula": "C15H14BrN7S2",
  "method": "ωB97M-V with the def2-TZVPD basis set",
  "elements": ["Br", "N", "N", "N", "N", "N", "S", "S", "C", "C", "C", "C", "C", "C", "C", "C", "C", "C", "C", "N", "N", "C", "C", "C", "C", "H", "H", "H", "H", "H", "H", "H", "H", "H", "H", "H", "H", "H", "H"],
  "positions_angstrom": [[0.31, 4.88, 1.19], [2.31, 1.86, -2.42], [2.09, -1.40, 0.58], [2.09, 5.52, -2.65], [1.03, -2.96, 3.77], [-0.77, -2.58, 2.29], [1.71, -0.55, -1.98], [1.03, 1.96, -0.05], [1.66, 1.14, -1.48], [1.22, -1.22, -0.39], [-0.29, -2.98, 3.49], [1.45, 5.77, -1.45], [2.48, 4.25, -2.95], [1.85, -2.45, 2.93], [0.11, -2.15, 1.40], [1.15, 4.72, -0.59], [1.44, -2.11, 1.67], [2.16, 3.17, -2.05], [1.46, 3.41, -0.85], [3.16, -2.51, 3.36], [0.04, -1.80, 0.10], [-4.32, -1.48, -0.37], [-1.24, -2.03, -0.62], [-3.37, -0.63, -1.31], [-1.91, -0.62, -0.78], [-1.01, -3.49, 4.10], [1.16, 6.81, -1.20], [3.02, 4.05, -3.82], [3.17, -2.91, 4.25], [3.95, -2.69, 2.73], [-5.22, -1.75, -0.92], [-4.71, -0.94, 0.60], [-3.93, -2.37, -0.06], [-1.05, -2.53, -1.61], [-1.92, -2.71, -0.02], [-3.78, 0.37, -1.29], [-3.35, -1.08, -2.35], [-1.32, 0.10, -1.45], [-1.86, -0.07, 0.19]],
  "nbo_charge": [0.02, -0.43, -0.43, -0.39, -0.52, -0.51, 0.42, 0.50, -0.12, 0.18, 0.28, -0.03, 0.05, 0.42, 0.35, -0.05, -0.04, 0.09, -0.30, -0.78, -0.37, -0.61, -0.23, -0.40, -0.41, 0.19, 0.22, 0.21, 0.39, 0.40, 0.21, 0.21, 0.19, 0.21, 0.24, 0.22, 0.20, 0.21, 0.21],
  "de_lowest_kj_mol": 219.36,
  "orbital_gap_ev": 8.70,
  "smiles": "CCCCn1c(Sc2nc3cncc(Br)c3s2)nc2c(N)ncnc21",
  "homo_ha": -0.3223
}

---

# 4
{
  "formula": "C17H25IN3O7",
  "method": "ωB97M-V with the def2-TZVPD basis set",
  "elements": ["C", "C", "O", "O", "C", "O", "C", "C", "C", "I", "N", "C", "N", "C", "C", "N", "C", "C", "O", "C", "C", "O", "H", "H", "H", "H", "H", "H", "H", "H", "H", "H", "H", "H", "H", "H", "H", "H", "H", "O", "C", "O", "C", "C", "C", "H", "H", "H", "H", "H", "H", "H", "H"],
  "positions_angstrom": [[4.24, -3.16, 1.19], [3.85, -2.00, 0.25], [3.51, -0.86, 1.04], [3.95, 0.32, 0.40], [2.88, 1.09, 0.06], [2.89, 2.29, 0.10], [1.63, 0.32, -0.41], [0.51, 0.27, 0.39], [-0.56, -0.46, -0.08], [-2.26, -0.54, 1.20], [-0.51, -1.08, -1.26], [-1.70, -1.87, -1.70], [-1.76, -3.12, -0.91], [0.57, -1.00, -2.06], [1.67, -0.32, -1.67], [2.86, -0.20, -2.43], [2.99, 1.14, -3.08], [4.29, 1.88, -2.79], [2.16, 1.59, -3.80], [3.08, -1.27, -3.38], [3.06, -2.75, -3.00], [3.35, -0.97, -4.51], [4.59, -4.01, 0.60], [4.94, -2.83, 1.95], [3.30, -3.49, 1.66], [2.95, -2.34, -0.29], [4.62, -1.78, -0.50], [0.51, 0.76, 1.35], [-1.47, -2.17, -2.73], [-2.61, -1.29, -1.61], [-0.97, -3.19, -0.28], [-1.77, -3.91, -1.54], [0.53, -1.50, -3.02], [4.06, 2.85, -2.35], [4.95, 1.33, -2.11], [4.84, 2.05, -3.72], [4.05, -3.07, -2.67], [2.87, -3.29, -3.93], [2.33, -2.99, -2.23], [-5.36, 0.08, 3.03], [-5.36, 1.25, 3.33], [-6.52, 1.89, 3.48], [-6.64, 3.21, 4.01], [-6.46, 4.27, 2.94], [-4.07, 2.02, 3.44], [-5.97, 3.36, 4.86], [-7.65, 3.28, 4.41], [-5.46, 4.23, 2.50], [-6.61, 5.26, 3.35], [-7.17, 4.10, 2.13], [-3.77, 2.37, 2.45], [-3.30, 1.35, 3.83], [-4.11, 2.87, 4.12]],
  "nbo_charge": [-0.63, -0.08, -0.25, -0.23, 0.76, -0.47, -0.01, -0.23, 0.11, 0.35, -0.32, -0.04, -0.83, 0.05, 0.15, -0.57, 0.74, -0.74, -0.47, 0.69, -0.72, -0.51, 0.23, 0.24, 0.21, 0.15, 0.21, 0.28, 0.21, 0.23, 0.37, 0.39, 0.25, 0.27, 0.23, 0.27, 0.26, 0.27, 0.21, -0.60, 0.80, -0.49, -0.07, -0.64, -0.75, 0.18, 0.21, 0.20, 0.23, 0.22, 0.24, 0.24, 0.23],
  "total_charge": 1,
  "de_lowest_kj_mol": 314.94,
  "orbital_gap_ev": 7.95,
  "homo_ha": -0.4591
}

---

# 5
{
  "formula": "C8H11N3",
  "method": "ωB97M-V with the def2-TZVPD basis set",
  "elements": ["C", "C", "C", "C", "C", "C", "C", "C", "N", "N", "N", "H", "H", "H", "H", "H", "H", "H", "H", "H", "H", "H"],
  "positions_angstrom": [[2.66, 2.13, -0.57], [1.35, 2.27, -0.62], [3.23, 0.84, -0.36], [0.51, 1.31, -0.11], [2.36, -0.19, 0.02], [0.98, 0.06, 0.22], [3.58, -2.23, 0.73], [-3.18, -1.13, 1.31], [2.99, -1.31, 0.39], [-3.00, -0.62, 0.18], [-4.11, -0.77, -0.89], [3.29, 2.94, -0.85], [0.94, 3.13, -1.09], [4.26, 0.86, -0.35], [-0.62, 1.58, -0.22], [4.14, -2.96, 1.24], [-2.38, -1.17, 2.01], [0.36, -0.74, 0.65], [-4.19, -1.49, 1.67], [-4.36, 0.10, -1.32], [-4.94, -1.04, -0.40], [-3.87, -1.56, -1.64]],
  "nbo_charge": [-0.17, -0.14, -0.12, -0.19, 0.01, -0.17, 0.43, -0.01, -0.15, -0.23, -0.57, 0.25, 0.24, 0.25, 0.24, 0.30, 0.25, 0.23, 0.20, 0.46, 0.42, 0.48],
  "total_charge": 2,
  "de_lowest_kj_mol": 137.14,
  "orbital_gap_ev": 9.03,
  "homo_ha": -0.5911
}

---

# 6
{
  "formula": "C7H5NO2S",
  "method": "ωB97M-V with the def2-TZVPD basis set",
  "elements": ["C", "C", "C", "C", "C", "C", "C", "N", "O", "O", "S", "H", "H", "H", "H", "H"],
  "positions_angstrom": [[-0.58, -1.24, -1.33], [-0.75, -0.40, -0.20], [0.71, -1.25, -1.74], [0.33, 0.41, 0.02], [1.31, -0.15, -0.83], [2.69, 0.04, -0.52], [0.30, 1.37, 1.20], [1.48, 1.63, 1.71], [-0.76, 1.89, 1.65], [2.37, -2.33, 1.02], [2.51, -1.98, -0.45], [-1.51, -1.81, -1.86], [-1.78, -0.23, 0.18], [1.19, -1.64, -2.62], [2.46, 1.38, 1.26], [1.41, 2.12, 2.60]],
  "nbo_charge": [-0.23, -0.13, -0.29, -0.16, -0.24, -0.06, 0.65, -0.81, -0.63, -0.81, 1.10, 0.24, 0.25, 0.25, 0.44, 0.41],
  "de_lowest_kj_mol": 539.99,
  "orbital_gap_ev": 7.31,
  "homo_ha": -0.3360
}